Record 1
The following is a DFT calculation (ωB97M-V/def2-TZVPD) of a 8-piece molecular cluster, C27H60F10N8O20S10 overall at a distorted geometry.

Each line ends with the Löwdin charge.
Positions of all 135 atoms, in Å:
C  -14.8758  17.6166  0.7734  -0.053
C  -15.5676  16.3125  0.1468  -0.197
C  -15.5821  15.1376  1.1431  -0.051
N  -15.9307  13.7260  0.4652  -0.177
C  -17.4065  13.8001  -0.1060  -0.047
C  -18.5062  13.6820  1.0974  -0.107
C  -18.2074  12.4611  2.0571  -0.167
C  -16.8272  12.6305  2.6276  -0.124
C  -15.8170  12.5616  1.3902  -0.102
C  -14.9395  13.3088  -0.7055  0.044
H  -15.5158  18.1453  1.4797  0.065
H  -14.8270  18.2574  -0.1071  0.046
H  -13.8763  17.6293  1.2080  0.068
H  -14.9240  16.1961  -0.7252  0.058
H  -16.5885  16.4228  -0.2188  0.078
H  -16.3385  15.3488  1.8989  0.121
H  -14.5985  14.9927  1.5897  0.111
H  -17.6645  14.7214  -0.6282  0.073
H  -17.5743  12.9705  -0.7928  0.115
H  -18.5787  14.6468  1.5994  0.083
H  -19.5040  13.6304  0.6615  0.088
H  -18.9564  12.3065  2.8337  0.119
H  -18.2838  11.6371  1.3477  0.102
H  -16.7495  13.6595  2.9787  0.092
H  -16.5553  11.9454  3.4305  0.120
H  -14.7709  12.6512  1.6830  0.107
H  -15.9016  11.6383  0.8170  0.125
H  -13.9335  13.6074  -0.4108  0.050
H  -15.2658  13.9813  -1.4988  0.070
H  -14.8724  12.2786  -1.0554  0.108
C  -16.9302  20.7311  -0.8134  -0.066
C  -18.2189  20.2706  -1.5287  -0.233
C  -18.6468  18.8444  -1.1198  -0.083
N  -19.8791  18.2163  -1.8961  -0.183
C  -19.6336  18.2628  -3.4397  -0.072
C  -20.7001  17.4093  -4.2365  -0.128
C  -20.8514  15.9485  -3.6816  -0.147
C  -21.0012  15.9355  -2.1620  -0.175
C  -20.1262  16.7989  -1.3300  -0.097
C  -21.1550  19.0617  -1.6229  0.040
H  -16.0042  20.2615  -1.1452  0.058
H  -17.2140  20.5780  0.2278  0.064
H  -16.8586  21.8161  -0.8892  0.075
H  -18.1729  20.2456  -2.6175  0.087
H  -19.0226  21.0057  -1.4863  0.093
H  -18.9852  18.7632  -0.0868  0.095
H  -17.8076  18.1862  -1.3452  0.092
H  -18.6531  17.8204  -3.6155  0.092
H  -19.5575  19.2888  -3.7996  0.119
H  -20.1863  17.3247  -5.1940  0.107
H  -21.6418  17.9289  -4.4138  0.101
H  -19.9813  15.3474  -3.9457  0.092
H  -21.7343  15.5289  -4.1640  0.115
H  -20.8947  14.9141  -1.7967  0.091
H  -22.0376  16.2221  -1.9836  0.120
H  -19.1555  16.3100  -1.2483  0.112
H  -20.5295  16.8933  -0.3218  0.134
H  -22.0513  18.6164  -2.0548  0.101
H  -20.8708  20.0678  -1.9312  0.099
H  -21.4084  18.9878  -0.5653  0.071
C  -12.8829  12.6247  -4.0206  -0.069
C  -12.4165  14.0792  -3.7488  -0.216
C  -11.3174  14.1275  -2.6704  -0.096
N  -10.9463  15.5503  -2.0381  -0.197
C  -9.6834  15.3404  -1.1660  -0.095
C  -9.1103  16.6630  -0.6015  -0.135
C  -8.7396  17.5183  -1.8076  -0.208
C  -9.9115  17.7829  -2.6930  -0.180
C  -10.5347  16.4920  -3.1947  -0.104
C  -12.1707  16.0496  -1.1949  0.062
H  -13.3951  12.1798  -3.1675  0.074
H  -12.0154  11.9748  -4.1350  0.071
H  -13.4287  12.5942  -4.9637  0.080
H  -13.3326  14.6119  -3.4936  0.070
H  -11.9677  14.4940  -4.6514  0.109
H  -10.3940  13.7725  -3.1280  0.127
H  -11.5865  13.5243  -1.8033  0.090
H  -8.9924  14.7173  -1.7339  0.133
H  -9.9605  14.6559  -0.3642  0.116
H  -8.1918  16.4180  -0.0680  0.127
H  -9.8812  17.1244  0.0156  0.111
H  -8.0351  16.9279  -2.3934  0.117
H  -8.1983  18.4212  -1.5251  0.116
H  -9.6902  18.3489  -3.5979  0.124
H  -10.7226  18.3266  -2.2086  0.120
H  -9.8919  15.8912  -3.8382  0.135
H  -11.4601  16.7186  -3.7242  0.125
H  -11.8154  16.8965  -0.6079  0.090
H  -12.3824  15.1923  -0.5560  0.072
H  -12.9741  16.2635  -1.8998  0.070
N  -20.6757  19.1029  1.8221  -0.287
S  -19.4828  18.6981  2.8509  0.511
O  -19.8954  18.5213  4.2138  -0.250
O  -18.1573  19.1319  2.5876  -0.279
F  -19.2559  17.2102  2.2778  -0.217
S  -20.6271  20.5849  1.9319  0.463
O  -19.6309  21.3822  1.1437  -0.322
O  -20.9188  21.1287  3.2703  -0.300
F  -21.9962  20.8005  1.1396  -0.204
N  -22.5241  13.1071  -0.3285  -0.276
S  -21.7195  12.1664  -1.4858  0.571
O  -22.2182  10.8520  -1.7757  -0.259
O  -20.2492  12.2956  -1.4878  -0.300
F  -22.2111  12.9199  -2.8117  -0.204
S  -22.7059  12.0378  0.6459  0.397
O  -21.5116  11.4863  1.2456  -0.283
O  -23.9156  11.2287  0.6752  -0.301
F  -23.1889  13.1826  1.7287  -0.266
N  -16.6536  15.8197  -2.8419  -0.233
S  -15.8369  17.0208  -3.6605  0.553
O  -16.4627  17.6687  -4.8200  -0.266
O  -14.3826  16.8898  -3.6148  -0.302
F  -16.0583  18.1705  -2.6270  -0.183
S  -16.8082  15.0217  -4.0486  0.412
O  -15.6343  14.3316  -4.5239  -0.265
O  -17.7931  15.3115  -5.1341  -0.296
F  -17.6796  13.9605  -3.1597  -0.206
N  -16.9972  7.9043  -1.4690  -0.275
S  -18.1653  6.6685  -1.3877  0.610
O  -19.3039  6.9063  -2.3011  -0.316
O  -18.3318  5.9201  -0.1224  -0.312
F  -17.3623  5.6680  -2.3525  -0.232
S  -17.7890  8.9575  -0.6915  0.425
O  -17.6784  9.1621  0.7093  -0.291
O  -19.0783  9.4013  -1.2281  -0.298
F  -16.8858  10.1984  -1.2954  -0.265
N  -11.9588  13.1848  1.0344  -0.269
S  -11.6641  13.1445  2.5108  0.354
O  -10.3144  13.7213  2.8354  -0.346
O  -12.1130  12.1028  3.3992  -0.266
F  -12.6111  14.2539  3.0123  -0.177
S  -11.1931  11.6532  0.8287  0.628
O  -12.1190  10.4813  0.9860  -0.290
O  -9.8148  11.4465  1.3346  -0.297
F  -10.8513  11.7619  -0.7461  -0.223

Results
HOMO: -5.0 eV
Total charge: -2
LUMO level: 0.0840 Ha
Energy: -7987.9259 a.u.
Orbital gap: 0.267 Eh
Energy above the lowest of the compared OMol25 structures with the same formula, charge and spin: 0.0 kJ/mol

---

Record 2
The following is a DFT calculation (ωB97M-V/def2-TZVPD) of a 4-piece molecular cluster, C27H61BrClIOSi overall.

Each line ends with the Löwdin charge.
Positions of all 93 atoms, in Å:
C  2.2235  -0.0865  1.1573  -0.134
C  1.2214  -0.0868  -0.0039  -0.368
C  -0.2298  0.1988  0.4303  -0.711
I  -0.2597  2.2264  1.1714  0.981
Si  -1.4299  -0.0632  -1.0556  0.476
O  -0.4440  -0.2547  -2.4000  -0.156
C  -2.3803  -1.6814  -0.8788  -0.215
C  -1.9647  -2.4790  0.3502  -0.360
C  -2.7179  -3.7802  0.4836  -0.567
Cl  -1.6924  -4.9903  1.3180  0.557
C  -2.4978  1.4204  -1.4804  -0.291
C  -3.6863  1.7568  -0.5593  -0.777
C  -3.8073  0.9909  0.7363  -0.182
Br  -3.7663  3.6837  -0.1722  0.638
H  1.8204  0.3452  2.0621  0.018
H  2.5435  -1.0991  1.3763  0.050
H  3.1135  0.4678  0.8917  0.082
H  1.4902  0.6796  -0.7155  0.084
H  1.2747  -1.0466  -0.5062  0.097
H  -0.4389  -0.4835  1.2478  0.010
H  -0.0870  -1.1612  -2.4192  0.049
H  -3.4559  -1.5533  -0.9205  0.079
H  -2.1363  -2.2971  -1.7422  0.066
H  -0.9144  -2.7257  0.2326  0.082
H  -2.0606  -1.8997  1.2601  0.085
H  -3.5777  -3.6436  1.1224  0.072
H  -3.0072  -4.2047  -0.4647  0.067
H  -1.8576  2.2833  -1.6041  0.040
H  -2.8962  1.2224  -2.4704  0.083
H  -4.5916  1.5899  -1.1178  0.072
H  -4.6295  1.4061  1.3066  0.068
H  -2.9306  1.0738  1.3644  0.019
H  -4.0667  -0.0422  0.5515  0.064
C  -0.3338  -4.2386  -4.0877  -0.103
C  -1.1754  -3.1329  -4.7209  -0.265
C  -2.6326  -3.5318  -4.9475  -0.228
C  -2.8375  -4.7044  -5.9074  -0.228
C  -2.2467  -4.5020  -7.3017  -0.270
C  -2.8596  -3.3257  -8.0565  -0.111
H  -0.2787  -5.1219  -4.7245  0.067
H  0.6886  -3.8972  -3.9162  0.070
H  -0.7511  -4.5436  -3.1242  0.069
H  -0.7190  -2.8164  -5.6619  0.104
H  -1.1592  -2.2530  -4.0719  0.076
H  -3.1847  -2.6603  -5.3097  0.103
H  -3.0832  -3.7915  -3.9830  0.103
H  -3.9116  -4.8914  -6.0013  0.110
H  -2.4133  -5.6130  -5.4711  0.101
H  -2.4066  -5.4156  -7.8797  0.104
H  -1.1633  -4.3703  -7.2364  0.098
H  -3.9384  -3.4539  -8.1650  0.075
H  -2.4307  -3.2422  -9.0557  0.069
H  -2.6805  -2.3791  -7.5446  0.065
C  0.2010  -2.3866  3.1156  -0.113
C  0.9948  -1.3717  3.9335  -0.250
C  2.5039  -1.6043  3.8897  -0.231
C  2.9637  -2.9468  4.4604  -0.221
C  2.5514  -3.2049  5.9087  -0.270
C  3.1307  -2.1943  6.8946  -0.112
H  0.3298  -3.4032  3.4870  0.068
H  -0.8661  -2.1603  3.1526  0.068
H  0.5134  -2.3686  2.0681  0.061
H  0.6420  -1.3797  4.9682  0.104
H  0.7886  -0.3672  3.5519  0.081
H  3.0029  -0.7893  4.4209  0.112
H  2.8431  -1.5351  2.8508  0.064
H  4.0546  -2.9979  4.3882  0.111
H  2.5845  -3.7594  3.8344  0.102
H  2.8871  -4.2062  6.1899  0.104
H  1.4614  -3.2156  5.9937  0.097
H  4.2217  -2.1922  6.8522  0.074
H  2.8363  -2.4384  7.9161  0.068
H  2.7818  -1.1817  6.6875  0.064
C  3.7915  8.4815  2.3528  -0.113
C  2.6591  8.4430  1.3305  -0.271
C  1.5047  7.5273  1.7343  -0.229
C  1.8778  6.0525  1.8897  -0.229
C  2.4925  5.4099  0.6475  -0.274
C  1.5559  5.4043  -0.5565  -0.119
H  4.2510  7.5009  2.4842  0.064
H  4.5757  9.1703  2.0356  0.068
H  3.4251  8.8168  3.3251  0.074
H  3.0553  8.1418  0.3570  0.097
H  2.2672  9.4546  1.1977  0.103
H  0.7012  7.6260  0.9995  0.101
H  1.0876  7.8810  2.6826  0.109
H  0.9763  5.4954  2.1668  0.097
H  2.5699  5.9360  2.7284  0.102
H  2.7598  4.3778  0.8911  0.093
H  3.4274  5.9125  0.3842  0.098
H  0.6326  4.8741  -0.3185  0.023
H  2.0222  4.9009  -1.4048  0.071
H  1.2971  6.4150  -0.8762  0.067

Results
Structure (SMILES): CC[C@@H](I)[Si@@](O)(CCCCl)C[C@@H](C)Br.CCCCCC.CCCCCC.CCCCCC
HOMO: -9.1 eV
Total charge: 0
LUMO level: 0.0168 Ha
Energy: -4762.0483 a.u.
Orbital gap: 0.353 Eh

---

Question: Look up the HOMO of the second one.
Answer: -9.1 eV